# 1
The following is a quantum chemistry calculation of 2 unconnected molecules or ions with the total composition C31H29NO5S2 in a non-equilibrium geometry, from OMol25.

Geometry as XYZ:
```
68
Properties=species:S:1:pos:R:3:forces:R:3
C 1.985378 -2.762723 3.588389 -0.23 -0.62 -0.04
C 1.741515 -1.316702 3.483445 0.62 1.18 -0.69
N 2.716825 -0.398358 3.672464 -0.58 -1.05 0.15
C 4.115623 -0.719063 3.898545 0.25 -0.17 0.09
C 2.197987 0.897518 3.607196 -0.66 0.25 -0.49
C 0.816194 0.790325 3.334045 0.60 0.23 0.34
C 0.082432 1.948906 3.123608 0.11 0.50 0.02
C 0.732068 3.189359 3.218031 -0.06 -0.37 -0.01
C 2.110816 3.271536 3.482429 -0.04 -0.46 0.07
C 2.870076 2.108705 3.679522 -0.34 0.20 -0.09
C 0.511902 -0.636558 3.222584 -0.16 0.19 0.24
C -0.698884 -1.219699 2.874559 0.72 -0.16 0.71
C -1.979959 -0.680305 3.212934 -1.26 0.61 -0.04
C -2.168917 0.169583 4.336928 0.11 -0.06 -0.24
C -3.413982 0.723538 4.614874 0.13 -0.08 -0.08
C -4.512640 0.445300 3.788826 0.33 -0.31 -0.22
C -4.364030 -0.441872 2.710217 -0.03 0.19 0.28
C -3.126777 -1.013244 2.441801 0.44 -0.09 0.06
H 1.004375 -3.244696 3.648396 0.34 -0.16 -0.04
H 2.513699 -3.160265 2.705954 -0.14 0.21 0.23
H 2.561145 -3.030352 4.489076 -0.19 0.16 -0.30
H 4.675116 0.215761 3.974516 -0.07 -0.31 0.02
H 4.240705 -1.295374 4.825319 -0.05 0.22 -0.20
H 4.517870 -1.309744 3.063876 -0.17 0.22 0.20
H -0.979043 1.862742 2.896724 0.29 0.30 0.02
H 0.151884 4.105629 3.087682 0.24 -0.31 -0.03
H 2.594558 4.245960 3.518530 -0.11 -0.24 0.04
H 3.940307 2.120816 3.865307 -0.20 0.29 -0.06
H -0.664551 -2.158081 2.333983 -0.18 -0.20 0.08
H -1.317553 0.379020 4.989888 -0.32 -0.03 -0.21
H -3.523085 1.387428 5.475085 -0.01 -0.25 -0.26
H -5.482609 0.900157 3.997920 0.30 -0.15 -0.07
H -5.217637 -0.691936 2.076945 0.27 0.09 0.22
H -2.993868 -1.709122 1.615484 -0.04 0.18 0.02
C 0.250163 -0.609858 -3.367231 -1.35 -1.86 0.32
O -0.413458 -1.974303 -3.305335 2.41 1.34 -2.34
C -1.122951 -2.360014 -2.258890 -1.81 -0.08 2.94
S -2.766308 -3.032549 -2.542470 2.32 0.89 0.32
C -3.800011 -1.576979 -2.740307 -0.19 -0.11 -0.14
C -4.297145 -0.945499 -1.601073 -0.10 0.25 -0.21
C -4.992767 0.256804 -1.736351 0.10 -0.27 -0.04
C -5.199447 0.812196 -3.002241 0.05 -0.11 -0.05
C -4.741494 0.140756 -4.138565 -0.03 -0.05 0.15
C -4.049995 -1.065613 -4.015283 0.00 0.09 0.29
O -2.785195 -3.720390 -3.817958 -0.27 0.21 0.36
O -3.180287 -3.700565 -1.324431 -0.25 0.03 -0.43
S -0.340633 -2.696050 -0.716084 -1.82 -0.24 -3.16
C -0.187721 -4.473303 -0.767348 0.07 -0.20 0.59
C -0.867336 -5.255148 0.166713 0.31 -0.10 -0.24
C -0.867973 -6.641294 0.016432 0.14 0.01 -0.14
C -0.207774 -7.229515 -1.065607 -0.06 0.06 0.06
C 0.435992 -6.429489 -2.016454 0.04 0.23 0.12
C 0.448952 -5.043288 -1.869812 0.02 -0.30 0.16
O 0.976399 -2.084203 -0.681096 -0.13 -0.15 0.29
O -1.320628 -2.408688 0.311905 0.44 0.12 1.27
H 0.542563 -0.534217 -4.414977 0.02 0.13 0.17
H -0.494167 0.145626 -3.093524 0.18 -0.04 0.03
H 1.112037 -0.619075 -2.693638 -0.25 0.09 -0.14
H -4.138594 -1.406094 -0.627376 0.06 0.12 -0.21
H -5.379143 0.747049 -0.843810 0.05 -0.01 -0.21
H -5.732539 1.759740 -3.103709 0.14 -0.29 0.02
H -4.931377 0.545197 -5.131690 0.03 -0.03 0.23
H -3.711997 -1.616814 -4.890057 0.01 0.12 0.21
H -1.412431 -4.776040 0.975793 0.09 -0.07 -0.19
H -1.401141 -7.251464 0.744952 0.14 0.05 -0.22
H -0.206450 -8.315381 -1.180673 -0.04 0.33 0.02
H 0.922901 -6.873299 -2.886479 -0.16 0.05 0.29
H 0.911317 -4.400675 -2.618869 -0.11 -0.15 0.16
```
Positions in Å, forces in eV/Å.

Output
Charge ... 0
Energy above the lowest of the compared OMol25 structures with the same formula, charge and spin ... 12.28 kcal/mol
Gap between HOMO and LUMO ... 3.08 eV
HOMO level ... -5.48 eV



# 2
The following is a quantum chemistry calculation of a single C3H6N4O molecule, from OMol25.

Geometry as XYZ:
```
14
Properties=species:S:1:pos:R:3:forces:R:3
N -0.964332 2.167799 0.282318 -0.17 0.35 0.00
C -0.393657 0.943754 0.158576 0.32 -0.67 -0.14
N -1.000170 -0.083505 -0.316615 -0.48 0.70 0.08
N -0.075260 -1.124845 -0.374537 -0.10 -0.25 -0.10
N -0.449949 -2.357972 -0.858956 0.00 -0.09 -0.03
C 1.167386 -0.793498 0.073899 0.23 -0.23 0.01
O 2.133347 -1.512568 0.132501 0.21 0.07 0.08
C 1.047649 0.676406 0.481239 -0.18 -0.12 -0.09
H -1.964904 2.205884 0.179159 -0.01 0.06 0.05
H -0.551023 2.815443 0.931127 -0.09 -0.05 -0.02
H -0.756379 -2.287003 -1.826975 0.08 0.10 0.22
H -1.203370 -2.751202 -0.299199 0.17 0.18 -0.06
H 1.281627 0.804651 1.538253 0.02 -0.03 0.00
H 1.729036 1.296655 -0.100792 0.01 -0.02 -0.01
```
Positions in Å, forces in eV/Å.

Output
Charge ... 0
Energy above the lowest of the compared OMol25 structures with the same formula, charge and spin ... 37.15 kcal/mol
Gap between HOMO and LUMO ... 9.00 eV
SMILES ... NC1=NN(N)C(=O)C1
HOMO level ... -8.25 eV



# 3
The following is a quantum chemistry calculation of 9 unconnected molecules or ions with the total composition C36H72O18 in a non-equilibrium geometry, from OMol25.

Geometry as XYZ:
```
126
Properties=species:S:1:pos:R:3:forces:R:3
C -8.638275 14.602581 -6.763616 -1.15 1.04 0.27
C -7.276662 14.565638 -7.296792 0.58 -1.87 -1.90
O -6.425832 15.565859 -6.843827 0.82 0.74 0.66
C -5.080605 15.406882 -6.839952 0.23 0.39 1.32
C -4.385498 16.674318 -6.392117 0.26 0.09 0.13
O -4.467222 14.374497 -6.980332 -0.99 0.16 -0.60
H -8.700231 14.483747 -5.681883 -0.09 0.13 -0.03
H -9.239849 13.846633 -7.268344 0.08 -0.19 0.14
H -9.036902 15.554568 -7.114212 -0.53 0.21 0.61
H -6.910385 13.544759 -7.188452 0.79 0.13 0.21
H -7.367826 14.746684 -8.367776 0.05 -0.28 -0.38
H -3.343305 16.369202 -6.298113 0.03 0.53 -0.16
H -4.724015 17.056969 -5.429271 -0.29 -0.63 0.28
H -4.531298 17.558210 -7.013064 0.17 -0.41 -0.59
C -10.231734 11.822851 -9.847360 -1.11 1.20 -0.69
C -9.606743 10.756167 -10.672651 -0.01 -1.09 1.37
O -8.450498 11.224958 -11.342373 0.33 0.58 -1.71
C -8.454144 11.649623 -12.628745 -2.69 0.18 -3.40
C -7.181437 12.504735 -12.914925 -0.75 -0.06 0.51
O -9.405611 11.526481 -13.497662 4.13 0.20 4.42
H -11.076329 11.402355 -9.301517 0.19 -0.06 0.31
H -10.691681 12.526841 -10.540872 -0.03 0.42 0.08
H -9.560351 12.384955 -9.198223 0.11 -0.33 0.05
H -9.216886 10.052246 -9.937398 0.11 -0.54 -0.44
H -10.367907 10.258252 -11.273333 0.44 0.12 -0.49
H -7.594606 13.507331 -13.025342 0.02 0.17 0.04
H -6.593278 12.348085 -13.819145 -0.53 -0.63 -0.08
H -6.493512 12.525318 -12.069680 -0.19 -0.19 0.06
C 1.046834 17.308206 -1.484597 0.62 -0.11 2.68
C 0.958868 17.606619 -2.923205 1.41 -3.08 0.55
O -0.139083 18.323623 -3.284103 -0.24 2.39 -1.00
C -1.390756 17.937643 -3.371208 -1.66 -2.81 0.67
C -2.249575 19.068444 -3.838531 -0.33 -0.18 -0.67
O -1.848587 16.834443 -3.028970 1.49 2.23 -0.80
H 2.030510 16.952215 -1.178404 0.50 0.14 -0.56
H 0.457527 16.471473 -1.109512 -0.77 0.40 -0.30
H 0.924664 18.192031 -0.858482 -0.42 0.06 0.06
H 1.900349 18.072234 -3.214595 -0.53 0.48 -0.53
H 0.926681 16.591243 -3.318263 -0.01 0.10 -1.01
H -3.059685 18.707689 -4.472310 -0.23 -0.32 0.54
H -1.748873 19.777890 -4.497374 0.38 0.19 0.66
H -2.626211 19.484756 -2.904217 -0.23 0.49 -0.32
C -3.551449 13.838069 -3.754477 -1.06 0.50 0.25
C -4.943609 13.261224 -4.084995 1.24 -0.33 -1.36
O -5.423210 12.558553 -2.952400 -0.88 -0.50 0.79
C -6.216198 13.217735 -2.089483 0.98 1.49 1.15
C -6.493544 12.524258 -0.778676 -1.01 -0.77 -1.15
O -6.608715 14.350238 -2.234916 -0.11 -0.08 -0.95
H -3.038551 14.239187 -4.628631 -0.16 -0.07 0.00
H -2.940363 13.061339 -3.294741 -0.06 -0.08 -0.13
H -3.680432 14.635121 -3.022247 0.24 0.13 -0.03
H -5.705118 13.890918 -4.545094 0.17 0.65 0.70
H -4.788886 12.533573 -4.881658 -0.05 -0.50 0.24
H -7.217797 13.125082 -0.228617 0.59 0.20 0.18
H -5.624401 12.185797 -0.214640 -0.14 0.10 -0.19
H -7.097805 11.688357 -1.131148 0.20 -0.75 0.49
C -13.214210 15.740649 -6.120199 -0.52 -0.36 -1.12
C -13.058622 15.516394 -4.566146 -0.37 0.49 -4.13
O -11.973517 14.588867 -4.539586 0.95 -1.52 1.40
C -12.049555 13.187379 -4.570339 -1.24 1.51 1.72
C -10.887153 12.473552 -3.951473 0.71 0.34 -0.32
O -13.035338 12.583980 -4.856233 -0.76 0.17 -0.84
H -12.322197 15.804687 -6.743348 0.63 0.06 0.76
H -13.838741 16.502658 -6.586472 -0.30 0.66 0.99
H -13.693794 14.856833 -6.540858 -0.02 -0.44 0.34
H -12.774137 16.449058 -4.078992 0.21 -0.47 0.35
H -14.081446 15.211778 -4.344509 0.48 -0.69 1.09
H -10.372022 13.054216 -3.186251 0.02 0.14 -0.27
H -10.207186 12.236605 -4.769771 0.33 -0.11 0.17
H -11.238586 11.541827 -3.508209 -0.12 0.13 -0.24
C -8.114912 22.687527 -10.267301 0.21 -1.76 -0.43
C -6.816117 23.254426 -9.587511 -2.22 1.30 -1.23
O -5.889671 22.446644 -8.924393 0.49 -0.09 1.97
C -5.085547 21.612852 -9.572340 -0.74 -2.33 0.86
C -4.098679 20.740864 -8.718449 -1.07 1.17 -0.64
O -5.305060 21.301075 -10.703180 0.50 0.24 -1.62
H -8.485297 23.219805 -11.143429 0.45 0.59 0.19
H -8.973222 22.550650 -9.609513 0.20 0.67 0.58
H -8.068202 21.665437 -10.643115 0.84 -0.14 -0.16
H -6.257483 23.938156 -10.226698 -0.17 -0.23 -0.41
H -7.340405 23.888922 -8.872924 1.03 0.06 0.73
H -4.463315 19.713804 -8.735588 -0.25 0.08 -0.14
H -4.056593 21.052103 -7.674682 0.49 0.18 -0.24
H -3.180461 20.728389 -9.305661 0.28 0.16 0.61
C -8.336254 17.965581 -9.879587 0.80 -0.16 -0.85
C -9.767891 18.446380 -9.840561 0.30 1.02 1.20
O -10.419882 18.185470 -8.549201 -1.23 -0.73 0.62
C -9.972175 18.685316 -7.325741 -0.16 -2.08 -0.34
C -10.849080 18.222655 -6.070612 0.61 0.14 -2.45
O -8.913167 19.212363 -7.238541 0.63 1.11 0.32
H -8.010215 17.890819 -10.916995 -0.08 0.55 -0.38
H -8.273211 16.902464 -9.647456 -0.32 -0.05 0.73
H -7.543519 18.503146 -9.359294 -0.49 0.11 0.31
H -10.042536 19.489235 -9.999082 1.17 0.44 -0.11
H -10.230679 18.003480 -10.722469 -0.93 -0.89 0.88
H -10.634190 18.840813 -5.198939 -0.33 0.18 -0.38
H -10.601366 17.190297 -5.823663 0.36 0.00 -0.14
H -11.863829 18.162400 -6.464012 -0.21 0.45 0.68
C -1.372621 18.489741 -11.994602 -0.57 -1.21 0.51
C -2.929183 18.688332 -11.976950 0.91 0.04 -0.36
O -3.788504 17.536682 -11.684793 0.46 -0.21 -0.40
C -3.867749 16.928538 -10.501371 2.05 0.49 2.67
C -5.010590 15.967640 -10.464269 -1.05 -0.54 -0.60
O -3.120972 17.138988 -9.526111 -1.54 -0.07 -2.36
H -1.080600 18.071675 -11.031250 0.28 0.34 0.05
H -0.744098 19.330999 -12.286724 -0.69 0.71 0.56
H -1.004693 17.782907 -12.738314 -0.70 -0.52 -0.13
H -3.258365 19.467441 -11.289394 0.26 0.10 -0.16
H -3.202686 18.930495 -13.003913 -0.40 0.16 0.26
H -5.112540 15.234683 -9.663970 0.90 0.36 0.29
H -5.056557 15.397249 -11.391985 0.03 0.14 -0.15
H -5.940543 16.534401 -10.418670 -0.03 0.26 -0.18
C -5.450874 10.557958 -7.996646 0.06 0.82 -0.75
C -6.595154 9.643404 -8.555866 -0.75 2.97 0.07
O -6.215273 8.379491 -8.365596 1.96 -5.82 0.72
C -6.966859 7.300034 -8.761285 -0.34 -0.41 0.76
C -6.389835 5.861557 -8.762381 1.15 2.49 0.42
O -8.104835 7.394030 -9.103454 -1.14 1.16 -0.49
H -5.418091 11.580420 -8.372910 -0.83 0.14 -0.45
H -4.432046 10.280487 -8.267022 -0.18 -0.88 -0.09
H -5.426132 10.758017 -6.925445 -0.48 -0.74 0.17
H -7.532537 9.813152 -8.026143 -0.14 0.39 0.27
H -6.877946 9.694566 -9.607301 0.42 1.04 -0.30
H -6.429181 5.647481 -9.830432 0.21 -0.62 0.24
H -6.967141 5.184523 -8.132758 -0.12 0.26 -0.31
H -5.375354 5.976417 -8.380612 0.19 -0.68 -0.25
```
Positions in Å, forces in eV/Å.

Output
Charge ... 0
Energy above the lowest of the compared OMol25 structures with the same formula, charge and spin ... 136.21 kcal/mol
Gap between HOMO and LUMO ... 10.45 eV
SMILES ... CCOC(C)=O.CCOC(C)=O.CCOC(C)=O.CCOC(C)=O.CCOC(C)=O.CCOC(C)=O.CCOC(C)=O.CCOC(C)=O.CCOC(C)=O
HOMO level ... -10.03 eV



# 4
The following is a quantum chemistry calculation of a molecular structure, C4H3O2Sn in a non-equilibrium geometry, from OMol25.

Geometry as XYZ:
```
10
Properties=species:S:1:pos:R:3:forces:R:3
O -0.891589 -0.038519 2.179507 -1.45 3.46 0.04
C -0.937411 0.809314 1.162923 1.76 3.22 1.46
C -0.263776 0.659572 -0.035076 0.13 -0.98 -1.73
C 0.093926 -0.579329 -0.600610 -1.19 0.91 3.84
C 0.957760 -0.750625 -1.680068 3.16 0.35 -2.28
O 2.089406 -0.203228 -1.859982 -2.68 -1.09 0.81
H -0.029330 1.605574 -0.563363 -0.38 -0.53 0.22
H 0.643592 -1.503178 -2.445117 0.00 0.30 0.27
Sn -0.687722 -1.816749 2.191353 1.24 -5.14 -1.42
H -0.974857 1.817168 1.650432 -0.58 -0.48 -1.19
```
Positions in Å, forces in eV/Å.

Output
Charge ... 0
Gap between HOMO and LUMO (spin up / spin down) ... 5.78 / 6.32 eV
HOMO level (spin up / spin down) ... -7.31 / -8.04 eV
2S+1 ... 2